## 1
119
Properties=species:S:1:pos:R:3:lowdin_charge:R:1 method="wB97M-V/def2-TZVPD" e_homo_ev=-2.787 spin_multiplicity=1 lumo_ev=1.88 orbital_gap_ev=4.67 total_charge=-1 molar_mass_g_mol=918.7
Cs -0.774 -0.002 0.079 0.993
O -1.174 -2.330 -0.651 -0.359
O -1.443 -3.474 -2.548 0.031
O 0.590 -3.334 1.348 -0.087
O -4.498 -2.261 -5.360 0.058
O -2.797 -3.466 -4.572 0.109
N -3.285 -0.609 -1.336 0.068
N -0.390 3.218 -3.416 -0.018
N 2.266 -2.357 -0.522 0.138
N -4.518 -0.640 -3.145 0.182
N 1.048 4.046 -1.883 0.010
C 3.950 4.203 0.437 -0.061
C 0.269 3.610 3.801 -0.043
C -3.817 2.882 -4.775 -0.061
C 1.868 1.826 3.047 -0.001
C -2.715 3.387 -4.096 -0.124
C 1.117 4.822 -3.048 -0.132
C -2.866 -1.641 -2.134 -0.163
C 3.788 2.839 -1.606 -0.345
C 0.255 4.339 -3.954 -0.116
C 4.054 -3.949 -1.937 -0.073
C -1.132 5.088 0.528 -0.053
C 1.856 4.397 -0.767 -0.102
C 3.583 0.140 2.296 -0.038
C -0.215 6.919 -0.960 -0.056
C 3.523 5.111 1.384 -0.101
C 1.402 -0.501 3.372 -0.025
C 0.649 2.164 3.632 -0.259
C -0.145 0.629 -4.939 -0.340
C -1.501 2.672 -4.104 -0.118
C -1.413 1.458 -4.806 -0.108
C 2.955 -1.873 -1.556 -0.125
C -1.740 -2.551 -1.742 -0.609
C -2.921 5.851 -4.471 -0.057
C 2.264 5.663 1.255 -0.069
C -3.998 4.829 -2.443 -0.063
C -0.736 -1.288 4.430 -0.043
C 0.127 -0.194 -3.676 -0.049
C -3.743 1.673 -5.446 -0.095
C 3.852 -2.622 -2.294 -0.061
C 0.050 6.024 0.256 -0.357
C 3.336 -4.463 -0.871 -0.032
C -2.548 0.975 -5.452 -0.041
C 2.443 -3.635 -0.198 -0.254
C 3.071 1.485 -1.629 -0.069
C 2.257 0.499 2.913 -0.260
C -0.189 1.147 4.065 -0.028
C 0.174 -0.192 3.941 -0.287
C -3.674 -2.501 -4.495 -0.518
C -5.050 1.156 -1.499 0.007
C 1.405 5.316 0.214 -0.110
C -3.627 -1.670 -3.280 -0.095
C 3.151 3.840 -0.644 -0.110
C 1.624 -4.182 0.954 -0.219
C 3.985 3.376 -3.028 -0.053
C 1.095 1.435 -5.340 -0.052
C -2.822 4.741 -3.418 -0.364
C -4.273 -0.022 -1.970 -0.359
B 0.070 2.950 -2.047 -0.373
H -0.716 -0.854 -3.458 0.066
H 3.495 -0.765 1.692 0.068
H 3.633 0.783 -2.253 0.072
H 0.277 0.469 -2.819 0.006
H 4.328 -0.044 3.075 0.082
H 4.647 2.708 -3.584 0.077
H -0.512 -2.226 3.923 0.072
H 4.375 -2.182 -3.132 0.101
H 4.791 2.659 -1.208 0.116
H 1.016 -0.815 -3.816 0.084
H 1.251 -5.177 0.674 0.123
H 0.827 4.056 4.628 0.085
H 4.939 3.768 0.529 0.105
H 2.994 1.076 -0.619 0.076
H 3.456 -5.495 -0.565 0.111
H 4.158 5.379 2.220 0.098
H 2.767 -0.830 -1.790 0.062
H -3.997 5.808 -1.957 0.074
H -2.051 5.835 -5.129 0.069
H 2.280 -4.310 1.823 0.124
H 0.640 7.573 -1.148 0.081
H 1.782 5.668 -3.144 0.121
H -1.783 -1.037 4.256 0.077
H -0.396 6.330 -1.855 0.049
H 0.508 4.174 2.900 0.048
H 1.686 -1.542 3.256 0.115
H -0.984 4.549 1.467 0.056
H -2.495 0.030 -5.982 0.113
H -1.916 4.903 -2.838 0.103
H -0.795 3.719 4.014 0.077
H -1.237 4.339 -0.258 0.036
H -4.957 4.711 -2.954 0.069
H 4.439 4.369 -3.008 0.082
H 3.040 3.438 -3.562 0.049
H 2.515 2.619 2.684 0.111
H -1.147 1.400 4.510 0.115
H 0.069 4.693 -4.958 0.116
H 4.747 -4.574 -2.487 0.101
H -2.976 6.831 -3.991 0.075
H 1.930 6.388 1.989 0.106
H 0.072 -3.102 0.555 0.032
H -4.744 3.446 -4.788 0.105
H 0.109 6.697 1.118 0.114
H 1.477 2.025 -4.509 0.052
H -5.150 1.879 -2.309 0.064
H -3.813 5.720 -5.089 0.074
H 1.883 0.750 -5.665 0.077
H -1.093 7.543 -0.774 0.075
H -0.607 -1.441 5.504 0.080
H 0.871 2.109 -6.169 0.083
H -6.048 0.855 -1.171 0.081
H -2.202 -3.473 -3.711 0.027
H -5.176 -0.393 -3.866 0.159
H 2.060 1.587 -2.023 0.027
H -0.335 -0.077 -5.753 0.126
H -4.531 1.623 -0.667 0.080
H 3.949 0.950 1.665 0.064
H -2.054 5.672 0.603 0.077
H -3.915 4.063 -1.672 0.069
H -4.605 1.280 -5.973 0.102

## 2
119
Properties=species:S:1:pos:R:3:lowdin_charge:R:1 method="wB97M-V/def2-TZVPD" e_homo_ev=-3.017 spin_multiplicity=1 lumo_ev=1.87 orbital_gap_ev=4.89 total_charge=-1 molar_mass_g_mol=918.7
Cs 0.580 2.051 -0.509 0.989
O 4.051 6.559 2.312 0.141
O 1.021 4.416 0.154 -0.362
O 5.816 5.334 2.922 0.080
O 3.043 4.917 -0.693 0.017
O 3.254 2.072 -4.503 -0.059
N 2.610 2.441 1.577 0.074
N -0.329 -2.140 2.153 -0.010
N 2.752 -0.221 -3.114 0.121
N 4.092 3.077 3.069 0.141
N -2.024 -1.839 0.692 -0.008
C 3.255 0.727 3.260 -0.003
C 0.643 -1.578 4.338 -0.125
C -3.345 1.010 1.749 -0.051
C 2.977 -2.929 3.687 -0.061
C 1.370 -4.100 0.500 -0.058
C -2.275 4.404 -2.163 -0.020
C -0.603 3.776 -3.745 -0.032
C 2.277 4.468 0.159 -0.768
C -4.344 -0.115 1.497 -0.350
C 2.837 -2.403 4.954 -0.096
C -0.738 1.614 -5.025 -0.040
C -4.301 2.986 -1.748 -0.043
C -2.180 -3.070 1.333 -0.130
C -2.987 3.246 -2.428 -0.268
C -0.293 5.917 -2.465 -0.036
C 2.253 -1.387 -2.721 -0.133
C -1.075 4.685 -2.808 -0.275
C -1.179 -3.243 2.204 -0.136
C 3.834 4.188 2.267 -0.111
C -1.804 -2.831 -2.074 -0.363
C 2.912 3.762 1.348 -0.137
C 3.308 2.066 2.621 -0.363
C 1.673 -1.725 5.260 -0.062
C 2.757 -2.607 -3.148 -0.071
C 3.835 -2.608 -4.021 -0.063
C -3.036 -1.512 -0.257 -0.113
C 4.520 5.468 2.469 -0.450
C -1.287 2.594 -4.024 -0.280
C 1.970 -2.822 2.727 -0.123
C -1.880 -1.471 4.734 -0.053
C -0.578 0.627 4.133 -0.051
C -5.217 -0.614 -0.759 -0.064
C 3.788 -0.222 -3.958 -0.258
C -2.992 -2.052 -1.556 -0.122
C -4.389 -1.124 2.643 -0.053
C -1.477 -2.440 -3.515 -0.068
C -5.195 -1.173 -2.020 -0.087
C 0.773 -2.160 3.059 -0.121
C -2.043 -4.339 -1.986 -0.054
C -0.539 -0.745 4.806 -0.351
C 2.375 -3.332 1.350 -0.352
C -4.079 -1.884 -2.411 -0.050
C -4.162 -0.764 0.136 -0.120
C -2.473 2.335 -3.350 -0.018
C 2.945 -2.147 0.566 -0.054
C 4.297 1.143 -4.356 -0.211
C 4.361 -1.390 -4.435 -0.027
B -0.790 -1.133 1.152 -0.339
H -1.407 1.218 4.527 0.079
H 3.893 -3.444 3.419 0.107
H 5.189 -1.344 -5.127 0.108
H 1.898 -4.537 -0.350 0.070
H -3.028 -3.711 1.152 0.122
H 4.254 -3.538 -4.382 0.104
H 3.004 0.806 4.318 0.080
H 4.208 0.203 3.179 0.084
H -3.403 1.758 0.957 0.071
H -6.034 -1.050 -2.692 0.097
H -0.566 -2.930 -3.844 0.068
H -0.953 6.716 -2.127 0.078
H 0.902 -4.911 1.055 0.079
H -2.913 -4.624 -2.581 0.078
H 5.020 1.484 -3.597 0.129
H -5.339 0.345 1.458 0.118
H 3.624 -2.510 5.688 0.096
H -2.664 -0.841 5.156 0.077
H 1.553 -1.285 6.243 0.106
H -2.150 -1.709 3.708 0.029
H -3.469 -1.698 2.707 0.030
H -2.214 -4.651 -0.957 0.064
H -1.848 -2.403 5.302 0.087
H 4.591 3.087 3.945 0.162
H -6.087 -0.049 -0.443 0.107
H -2.327 0.627 1.765 0.012
H 3.203 -4.027 1.545 0.121
H 2.636 1.900 -3.777 0.061
H -4.440 3.649 -0.895 0.076
H 2.485 0.132 2.773 0.073
H -5.214 -1.823 2.507 0.085
H 0.348 1.173 4.322 0.072
H -2.266 -2.748 -4.202 0.067
H 1.426 -1.343 -2.026 0.098
H -1.344 -1.363 -3.614 0.074
H -1.350 0.714 -5.066 0.063
H -1.179 -4.887 -2.366 0.074
H -0.684 0.529 3.051 0.024
H 0.276 6.273 -3.323 0.080
H 0.411 5.698 -1.659 0.060
H 2.311 -3.527 -2.799 0.099
H -5.132 3.147 -2.439 0.083
H -1.018 -4.062 2.886 0.123
H -3.009 1.412 -3.541 0.115
H 3.750 -1.662 1.121 0.076
H -4.534 -0.606 3.592 0.076
H 0.585 -3.452 0.123 0.055
H 2.157 -1.411 0.392 0.060
H -4.050 -2.319 -3.399 0.100
H -3.562 1.501 2.699 0.080
H -2.653 5.104 -1.428 0.119
H -0.710 2.054 -6.023 0.082
H -4.358 1.957 -1.401 0.055
H 3.341 -2.477 -0.394 0.062
H -0.950 -2.580 -1.438 0.108
H 0.336 3.981 -4.248 0.124
H -0.346 -0.560 5.871 0.117
H 6.129 4.441 2.723 0.099
H 4.822 1.082 -5.312 0.119
H 0.283 1.320 -4.775 0.068

Most stable = 1

## 1
15
Properties=species:S:1:pos:R:3:nbo_charge:R:1 method="wB97M-V/def2-TZVPD" smiles=CN1N(O)[C@@]2(N)NN12 e_homo_ev=-9.037 spin_multiplicity=1 lumo_ev=0.95 orbital_gap_ev=9.99 molar_mass_g_mol=117.1
O -0.104 -1.968 0.723 -0.571
N -0.110 1.241 0.358 -0.152
N 0.931 0.220 0.465 -0.189
N 0.012 -0.814 -0.089 -0.065
N -2.211 -0.012 -0.709 -0.807
N -1.111 0.828 1.289 -0.465
C 2.039 0.475 -0.422 -0.428
C -1.088 0.116 0.080 0.443
H 2.715 -0.377 -0.368 0.210
H 0.351 -2.670 0.239 0.475
H -2.014 -0.028 -1.701 0.386
H -2.928 0.655 -0.460 0.395
H -0.748 0.335 2.105 0.368
H 1.721 0.633 -1.457 0.184
H 2.544 1.365 -0.054 0.217

## 2
15
Properties=species:S:1:pos:R:3:nbo_charge:R:1 method="wB97M-V/def2-TZVPD" e_homo_ev=-8.538 spin_multiplicity=1 lumo_ev=0.60 orbital_gap_ev=9.14 molar_mass_g_mol=117.1
O 0.032 -0.907 0.359 -0.602
N -2.551 0.457 0.114 -0.241
N -2.594 -0.884 -0.253 -0.658
N 2.560 -0.896 -0.068 -0.749
N -0.081 0.304 -0.337 -0.224
N 2.473 0.628 0.055 -0.297
C -1.337 0.983 0.196 0.119
C 1.226 1.031 -0.066 0.265
H 3.216 -1.008 -0.837 0.365
H -3.489 -1.226 0.220 0.393
H -0.933 2.211 0.041 0.179
H -1.643 -1.224 -0.211 0.394
H 3.034 -1.331 0.952 0.379
H 0.597 -1.540 -0.321 0.508
H 0.983 2.028 -0.083 0.168

## 3
15
Properties=species:S:1:pos:R:3:nbo_charge:R:1 method="wB97M-V/def2-TZVPD" e_homo_ev=-9.181 spin_multiplicity=1 lumo_ev=0.80 orbital_gap_ev=9.98 molar_mass_g_mol=117.1
O -1.823 -1.117 0.803 -0.622
N -0.325 2.136 0.859 -0.623
N 0.391 -1.083 -0.747 -0.491
N 1.419 -1.753 -1.358 -0.657
N 1.564 0.957 -0.460 -0.781
N -0.518 0.792 0.416 -0.316
C -1.563 0.093 0.991 0.537
C 0.553 0.222 -0.288 0.550
H 1.790 -2.458 -0.728 0.353
H 1.074 -2.171 -2.233 0.361
H -0.288 2.691 -0.023 0.367
H -0.437 -1.629 -0.501 0.418
H -2.128 0.727 1.678 0.153
H 0.651 2.111 1.233 0.380
H 2.258 0.429 -1.040 0.371

Most stable = 3

## 1
7
Properties=species:S:1:pos:R:3:nbo_charge:R:1 method="wB97M-V/def2-TZVPD" e_homo_ev="-8.485 / -9.356" spin_multiplicity=1 lumo_ev="-2.71 / -1.28" orbital_gap_ev="5.77 / 8.08" molar_mass_g_mol=106.2
S -0.235 1.092 -0.426 0.478
S -1.667 -3.302 2.460 0.067
N 0.363 -0.144 0.351 -0.680
N -1.226 -1.660 0.283 -0.363
C -1.349 -2.333 1.240 0.024
H 0.052 0.624 -1.662 0.104
H 0.287 -0.030 1.358 0.370

## 2
7
Properties=species:S:1:pos:R:3:nbo_charge:R:1 method="wB97M-V/def2-TZVPD" e_homo_ev=-8.655 spin_multiplicity=1 lumo_ev=0.12 orbital_gap_ev=8.77 molar_mass_g_mol=106.2
S -0.010 1.363 -0.866 0.671
S -1.448 -0.637 0.649 0.139
N 1.074 0.630 0.169 -0.604
N -1.129 0.175 -0.822 -0.954
C 0.887 -0.323 0.904 0.109
H 1.510 -0.886 1.699 0.247
H -0.885 -0.322 -1.733 0.391

Most stable = 2

## 1
17
Properties=species:S:1:pos:R:3:nbo_charge:R:1 method="wB97M-V/def2-TZVPD" smiles="[NH3+][C@@H](CO)CC=O" e_homo_ev=-14.704 spin_multiplicity=1 lumo_ev=-3.29 orbital_gap_ev=11.41 total_charge=+1 molar_mass_g_mol=104.1
O 1.157 1.593 1.400 -0.743
O -0.458 0.105 -2.245 -0.540
N 1.349 -0.365 -0.337 -0.691
C -0.082 1.141 0.908 -0.085
C -1.087 -0.899 -0.181 -0.564
C -1.127 -0.709 -1.665 0.453
C 0.128 -0.311 0.538 -0.055
H 1.165 0.024 -1.266 0.468
H 1.679 -1.325 -0.415 0.435
H 0.414 -0.855 1.434 0.240
H -1.997 -0.481 0.247 0.284
H 1.043 2.371 1.957 0.510
H -0.399 1.718 0.037 0.195
H 2.122 0.166 0.099 0.466
H -1.256 -1.945 0.054 0.263
H -1.782 -1.391 -2.228 0.160
H -0.868 1.164 1.663 0.204

## 2
17
Properties=species:S:1:pos:R:3:nbo_charge:R:1 method="wB97M-V/def2-TZVPD" smiles="C[NH2+][C@@H](C)C(=O)O" e_homo_ev=-15.320 spin_multiplicity=1 lumo_ev=-3.38 orbital_gap_ev=11.94 total_charge=+1 molar_mass_g_mol=104.1
O 0.069 2.386 1.562 -0.489
O 0.660 0.332 2.239 -0.737
N 0.218 -0.924 0.091 -0.495
C 0.250 1.247 1.308 0.769
C -1.164 0.983 -0.715 -0.635
C 0.597 -1.636 -1.148 -0.427
C 0.144 0.594 -0.056 -0.143
H 0.814 -1.110 0.905 0.469
H 1.017 0.853 -0.616 0.253
H 1.644 -1.498 -1.338 0.240
H -1.290 2.062 -0.709 0.282
H -2.020 0.507 -0.232 0.225
H 0.117 -1.180 -2.009 0.236
H -1.211 0.613 -1.744 0.234
H 0.306 -2.664 -1.100 0.248
H -0.706 -1.216 0.407 0.433
H 0.557 0.650 3.156 0.537

## 3
17
Properties=species:S:1:pos:R:3:nbo_charge:R:1 method="wB97M-V/def2-TZVPD" e_homo_ev=-12.730 spin_multiplicity=1 lumo_ev=-9.48 orbital_gap_ev=3.25 total_charge=+1 molar_mass_g_mol=104.1
O 2.738 1.501 0.282 -0.385
O -0.735 0.424 -0.150 -0.650
N 1.378 -2.043 0.080 -0.388
C 2.816 0.240 0.749 -0.051
C -3.583 1.364 -0.106 -0.406
C -3.205 0.142 -0.444 0.089
C 2.146 -0.761 -0.266 -0.280
H 1.208 -0.216 -0.338 0.190
H -0.273 -0.446 -0.182 0.517
H 1.936 -2.895 0.043 0.344
H 3.845 -0.281 1.082 0.220
H -3.880 -0.555 -0.955 0.308
H -1.767 0.357 -0.326 0.356
H -4.599 1.788 -0.075 0.345
H 2.648 -0.746 -1.282 0.279
H 2.118 0.050 1.610 0.202
H -2.789 2.076 0.279 0.311

## 4
17
Properties=species:S:1:pos:R:3:nbo_charge:R:1 method="wB97M-V/def2-TZVPD" smiles="[NH3+]CCCC(=O)O" e_homo_ev=-14.720 spin_multiplicity=1 lumo_ev=-3.47 orbital_gap_ev=11.25 total_charge=+1 molar_mass_g_mol=104.1
O 0.068 2.140 -0.042 -0.624
O -2.145 2.061 -0.643 -0.671
N 1.710 -0.235 -0.615 -0.726
C -1.140 0.015 0.106 -0.570
C 0.974 -1.420 0.181 -0.199
C -0.248 -0.801 0.958 -0.421
C -1.012 1.524 -0.183 0.817
H 0.742 -2.158 -0.594 0.222
H -2.252 0.020 0.346 0.286
H 1.146 0.641 -0.720 0.472
H -2.270 2.995 -0.237 0.534
H -1.162 -0.470 -0.872 0.241
H 2.638 -0.048 -0.275 0.448
H 1.557 -1.895 0.999 0.252
H 1.776 -0.522 -1.634 0.441
H 0.312 -0.229 1.730 0.234
H -0.692 -1.617 1.495 0.263

Most stable = 2